No. 1
{"formula": "C43H67BaIN12O2", "method": "ωB97M-V with the def2-TZVPD basis set", "de_lowest_kcal_mol": 40.5, "total_energy_ev": -76448.606, "lumo_energy_ev": 0.301, "orbital_gap_ha": 0.2413, "elements": ["Ba", "I", "O", "O", "N", "N", "N", "N", "N", "N", "N", "N", "N", "N", "N", "N", "C", "C", "C", "C", "C", "C", "C", "C", "C", "C", "C", "C", "C", "C", "C", "C", "C", "C", "C", "C", "C", "C", "C", "C", "C", "C", "C", "C", "C", "C", "C", "C", "C", "C", "C", "C", "C", "C", "C", "C", "C", "C", "C", "H", "H", "H", "H", "H", "H", "H", "H", "H", "H", "H", "H", "H", "H", "H", "H", "H", "H", "H", "H", "H", "H", "H", "H", "H", "H", "H", "H", "H", "H", "H", "H", "H", "H", "H", "H", "H", "H", "H", "H", "H", "H", "H", "H", "H", "H", "H", "H", "H", "H", "H", "H", "H", "H", "H", "H", "H", "H", "H", "H", "H", "H", "H", "H", "H", "H", "H"], "positions_angstrom": [[-0.329, 0.062, 0.347], [-2.473, -8.815, 1.249], [-0.632, -2.259, 2.914], [-0.325, -2.136, 0.706], [0.838, -1.580, -3.338], [-0.495, 2.270, -1.496], [3.080, 2.352, -2.731], [2.745, -0.933, 0.825], [3.284, 4.508, -1.803], [2.433, 2.664, -0.553], [-3.985, -0.612, 2.372], [-2.174, 0.746, 1.992], [2.984, -3.155, 0.288], [4.034, -2.413, 2.221], [-3.405, 0.972, 4.009], [1.205, 1.595, 1.908], [2.312, -2.877, -0.974], [2.898, 3.178, -1.636], [-1.968, -0.115, -1.984], [0.054, 1.516, 2.853], [3.315, 0.263, 1.457], [-3.047, 0.777, -2.209], [-3.865, 4.515, -2.592], [-2.400, 0.947, 5.054], [-3.546, -1.961, -2.451], [-1.181, -4.788, 0.369], [-4.605, -1.062, -2.551], [2.648, 3.321, 0.724], [-1.344, 1.931, 2.262], [2.486, 2.759, -4.002], [-1.081, -4.191, 1.620], [-2.707, 5.140, -2.156], [3.225, -2.088, 1.121], [-0.647, -2.765, 1.783], [-1.677, 2.958, -1.857], [1.507, 3.016, 1.669], [-4.248, -1.704, 3.308], [-1.582, -6.114, 0.253], [0.586, -1.157, -5.916], [2.978, 0.923, -2.462], [-1.879, -6.833, 1.404], [2.746, -4.488, 0.825], [-3.916, 3.129, -2.621], [-3.884, -1.057, 0.986], [-2.867, 2.292, -2.213], [-1.788, -6.248, 2.662], [-1.390, -4.923, 2.759], [3.710, -1.880, 3.525], [5.425, -2.733, 1.971], [-1.625, 4.353, -1.810], [-4.355, 0.295, -2.422], [-2.279, -1.488, -2.143], [-0.440, -2.122, -6.514], [2.345, 0.846, 2.489], [4.373, 4.908, -2.671], [0.737, -1.367, -4.462], [2.342, 5.566, -1.488], [-3.127, 0.381, 2.783], [-4.770, 1.149, 4.466], [3.372, 0.371, -3.318], [-5.458, 1.059, 3.630], [-0.691, 4.817, -1.510], [3.997, -2.603, 4.292], [2.634, -1.733, 3.607], [2.016, 6.070, -2.406], [-2.023, -6.819, 3.550], [6.069, -1.847, 2.039], [4.014, 5.323, -3.621], [1.713, 3.508, 2.634], [-1.663, -6.582, -0.718], [1.269, -2.604, -0.835], [-3.022, -1.715, 0.830], [-5.053, 0.413, 5.228], [2.873, 1.476, 3.222], [-0.041, 0.468, 3.175], [-0.355, 1.432, -2.073], [4.971, 5.681, -2.183], [-4.314, -1.337, 4.327], [-1.478, -2.223, -2.038], [-1.838, 2.640, 2.926], [-2.633, 6.220, -2.109], [2.807, -2.064, -1.503], [1.923, 0.004, 3.032], [2.355, -3.777, -1.590], [-4.823, 2.675, -2.994], [-0.099, -3.154, -6.434], [5.014, 4.057, -2.889], [5.789, -3.470, 2.692], [0.279, 2.107, 3.748], [-3.803, -0.213, 0.306], [0.281, -0.123, -6.079], [2.455, 3.841, -4.080], [1.458, 5.158, -1.006], [-1.209, 2.451, 1.295], [-1.424, 0.719, 4.643], [-0.946, -4.206, -0.514], [-0.604, -1.890, -7.566], [3.296, -4.623, 1.752], [5.525, -3.160, 0.975], [0.608, 3.486, 1.263], [1.459, 2.387, -4.087], [-4.880, 2.141, 4.907], [2.774, 6.321, -0.826], [1.681, -4.663, 1.016], [2.719, 4.408, 0.683], [-4.719, 5.095, -2.917], [-5.615, -1.414, -2.725], [4.289, 0.096, 1.927], [-4.782, -1.621, 0.735], [-2.631, 0.171, 5.793], [-1.303, -4.435, 3.722], [-3.446, -2.449, 3.263], [-1.391, -2.036, -5.988], [-5.205, 0.964, -2.471], [3.550, 0.662, -1.575], [-5.194, -2.181, 3.052], [-2.348, 1.907, 5.572], [3.471, 0.986, 0.658], [0.320, 2.868, -1.465], [3.064, 2.372, -4.842], [-3.719, -3.026, -2.588], [3.085, -5.232, 0.103], [4.215, -0.935, 3.759], [1.565, -1.274, -6.378], [3.595, 2.989, 1.162], [1.946, 0.596, -2.308]], "forces_ev_per_a": [[0.7, 1.2, -2.3], [-0.1, -0.3, 0.0], [0.0, 0.0, -0.1], [-0.3, -3.4, 1.1], [0.1, 0.1, -0.2], [-0.1, 0.2, -0.3], [-0.1, -0.1, 0.0], [0.1, 0.5, 0.2], [-0.1, 0.1, 0.0], [0.3, 0.3, 0.0], [0.0, 0.0, -0.1], [-0.2, 0.6, 0.8], [-0.1, 0.1, 0.0], [0.0, 0.1, 0.1], [0.1, 0.1, 0.1], [0.1, 0.5, 0.8], [0.1, -0.1, 0.0], [0.1, -0.1, 0.1], [0.0, 0.1, -0.4], [0.0, 0.0, -0.1], [-0.3, -0.3, -0.2], [-0.1, 0.3, 0.0], [0.1, -0.1, 0.0], [-0.1, 0.0, 0.0], [0.0, -0.1, 0.1], [0.0, -0.1, -0.1], [0.1, 0.1, 0.0], [-0.1, -0.1, -0.2], [-0.1, -0.2, 0.1], [0.0, -0.1, 0.1], [-0.1, -0.2, 0.2], [0.0, 0.0, 0.0], [-0.1, -0.1, -0.3], [0.3, 0.6, -0.4], [0.4, -0.2, 0.1], [-0.2, -0.1, 0.3], [0.0, 0.1, -0.1], [0.0, 0.1, 0.1], [-0.1, 0.0, 0.4], [0.1, 0.0, -0.2], [0.1, 0.3, 0.0], [0.0, 0.1, 0.0], [0.0, 0.0, 0.0], [0.0, -0.1, 0.1], [-0.1, -0.3, 0.0], [0.0, 0.1, -0.1], [0.0, -0.2, 0.0], [0.1, -0.1, 0.1], [-0.1, -0.1, 0.0], [-0.1, 0.0, 0.0], [0.1, -0.2, 0.0], [0.0, 0.3, -0.1], [0.0, 0.0, 0.0], [-0.1, 0.3, -0.2], [-0.1, -0.1, -0.1], [0.0, -0.1, -0.4], [0.1, -0.1, 0.0], [0.0, 0.0, -0.4], [0.1, -0.1, 0.0], [0.0, 0.1, 0.0], [0.0, 0.0, 0.0], [0.0, 0.0, 0.0], [0.0, -0.1, 0.0], [0.0, -0.1, 0.0], [0.0, 0.0, 0.0], [0.0, 0.0, 0.0], [0.0, 0.0, 0.0], [0.0, 0.0, 0.0], [0.0, 0.0, 0.0], [0.0, 0.0, 0.0], [0.0, 0.0, 0.0], [0.0, 0.0, 0.0], [0.0, 0.0, 0.0], [0.0, 0.0, 0.0], [0.1, 0.2, -0.1], [-0.3, 0.0, 0.2], [0.0, 0.0, 0.1], [0.0, 0.0, 0.0], [-0.1, 0.1, 0.0], [0.0, 0.0, 0.1], [0.0, 0.0, 0.0], [0.0, 0.0, 0.1], [0.0, 0.1, 0.1], [0.0, 0.0, 0.0], [0.0, 0.1, 0.0], [0.0, 0.0, 0.0], [0.0, 0.0, 0.0], [0.0, 0.0, 0.0], [0.0, 0.1, 0.1], [0.0, 0.0, 0.0], [0.0, 0.0, 0.1], [0.0, 0.1, 0.0], [0.0, -0.1, 0.0], [0.0, 0.0, 0.3], [0.0, 0.0, 0.0], [0.0, 0.0, 0.0], [0.0, 0.0, 0.0], [0.0, 0.0, 0.0], [0.0, 0.0, 0.0], [0.0, 0.0, 0.0], [0.0, 0.0, 0.0], [0.0, 0.0, 0.0], [0.1, 0.0, 0.0], [0.0, 0.0, 0.0], [0.0, 0.1, -0.1], [0.0, 0.0, 0.0], [0.0, 0.0, 0.0], [0.0, -0.1, 0.0], [0.0, 0.0, 0.0], [0.0, 0.0, 0.0], [0.0, 0.0, 0.0], [0.0, 0.0, 0.0], [0.0, 0.0, 0.0], [0.0, -0.1, 0.0], [0.0, 0.0, 0.0], [0.0, 0.0, 0.0], [0.0, 0.0, 0.0], [0.0, -0.1, 0.0], [0.0, 0.0, 0.0], [0.1, 0.0, 0.0], [0.0, 0.0, 0.0], [0.0, 0.0, 0.0], [0.0, 0.0, 0.0], [0.0, -0.1, 0.0], [0.0, -0.1, 0.0], [0.0, 0.0, 0.0]]}

***

No. 2
{"formula": "C20H17F4N3OReS", "method": "ωB97M-V with the def2-TZVPD basis set", "de_lowest_kcal_mol": 12.0, "multiplicity": 2, "total_charge": 2, "total_energy_ev": -51351.381, "lumo_energy_ev": [-9.430, -9.435], "orbital_gap_ha": [0.1853, 0.1859], "elements": ["Re", "S", "F", "F", "F", "F", "O", "N", "N", "N", "C", "C", "C", "C", "C", "C", "C", "C", "C", "C", "C", "C", "C", "C", "C", "C", "C", "C", "C", "C", "H", "H", "H", "H", "H", "H", "H", "H", "H", "H", "H", "H", "H", "H", "H", "H", "H"], "positions_angstrom": [[0.639, 0.079, -0.372], [1.212, 0.311, 4.128], [-3.507, -4.538, -3.147], [0.489, -2.802, 0.049], [-2.997, -1.978, -3.082], [-0.090, -5.392, -0.046], [2.984, -1.736, -1.310], [-0.879, -0.920, -1.391], [-0.930, 1.567, -0.302], [2.102, 1.490, 0.437], [-0.510, -3.217, -0.750], [-0.042, -1.265, 2.515], [3.715, 3.394, 1.646], [-0.800, -4.565, -0.794], [-1.217, -2.238, -1.495], [0.645, -0.350, 1.681], [2.148, -1.095, -0.911], [2.180, 1.566, 1.789], [3.661, 3.284, 0.260], [-2.091, 1.234, 0.554], [-2.532, -4.130, -2.358], [-2.255, -2.770, -2.311], [-1.278, 1.471, -1.741], [1.376, 0.573, 2.449], [0.172, -1.034, 3.837], [2.849, 2.316, -0.303], [-0.551, 2.963, -0.011], [2.977, 2.517, 2.420], [-1.818, -5.048, -1.605], [-1.715, 0.051, -2.091], [0.252, 3.292, -0.670], [-0.663, -2.070, 2.161], [-1.650, -0.081, -3.177], [-1.829, 1.424, 1.593], [-2.049, -6.103, -1.648], [-2.951, 1.857, 0.294], [-2.360, 0.184, 0.465], [-0.226, -1.586, 4.671], [-1.402, 3.632, -0.156], [4.337, 4.144, 2.112], [3.015, 2.547, 3.498], [-2.076, 2.176, -1.999], [2.805, 2.196, -1.380], [-2.766, -0.091, -1.822], [4.243, 3.933, -0.376], [-0.395, 1.756, -2.333], [-0.223, 3.053, 1.023]], "forces_ev_per_a": [[-2.0, -0.2, 0.0], [-0.3, -0.4, -0.2], [0.0, 0.0, 0.0], [-0.3, -0.2, -0.2], [0.1, -0.1, 0.1], [0.0, 0.0, 0.0], [0.1, 0.0, 0.0], [2.1, 1.4, 1.8], [-0.2, 0.5, 0.1], [-0.4, -0.5, -0.2], [0.1, 0.3, 0.1], [-0.2, -0.1, -0.1], [-0.1, -0.2, 0.1], [-0.1, 0.0, -0.1], [-0.2, -1.5, -0.2], [0.3, 0.4, -0.6], [0.9, -0.4, 0.2], [0.0, 0.0, 0.2], [-0.1, -0.3, -0.2], [-0.3, -0.2, 0.4], [0.1, 0.1, 0.1], [0.0, 0.1, -0.1], [0.0, -0.4, -0.3], [-0.3, -0.5, -0.7], [0.3, 0.4, 0.1], [0.5, 0.6, -0.2], [0.2, 0.5, 0.2], [0.0, 0.0, -0.3], [0.1, 0.4, 0.1], [-0.5, 0.6, -0.2], [0.0, -0.1, 0.0], [-0.1, -0.1, 0.0], [0.0, 0.0, 0.2], [0.1, 0.0, 0.0], [0.0, 0.0, 0.0], [0.1, 0.0, -0.1], [0.0, 0.0, 0.0], [0.0, -0.1, 0.1], [0.0, -0.1, 0.0], [0.0, 0.0, 0.0], [0.0, 0.0, 0.1], [0.1, 0.0, 0.0], [-0.1, 0.0, 0.0], [0.2, -0.1, 0.0], [0.0, 0.0, -0.1], [0.0, 0.0, 0.1], [0.0, -0.1, 0.0]]}

***

No. 3
{"formula": "C4H4N2O2", "method": "ωB97M-V with the def2-TZVPD basis set", "de_lowest_kcal_mol": 61.1, "smiles": "O=C(O)n1cccn1", "total_energy_ev": -11285.890, "lumo_energy_ev": 0.669, "orbital_gap_ha": 0.3883, "elements": ["O", "O", "N", "N", "C", "C", "C", "C", "H", "H", "H", "H"], "positions_angstrom": [[-2.467, -1.048, 0.190], [-2.504, 1.110, -0.215], [-0.371, 0.057, -0.200], [0.072, -1.076, -0.404], [1.806, 0.500, 0.092], [0.513, 1.133, 0.001], [1.419, -0.884, -0.211], [-1.838, 0.173, -0.165], [-1.836, -1.715, 0.444], [2.268, -1.611, 0.113], [0.333, 2.196, -0.069], [2.604, 1.166, 0.426]], "forces_ev_per_a": [[0.7, 2.1, -0.9], [-0.8, 3.3, -0.8], [-4.8, 7.5, -0.3], [6.3, -4.0, 0.9], [-5.3, 0.4, -0.8], [2.0, -2.6, -0.1], [3.3, -0.3, 2.0], [0.5, -4.6, 1.9], [0.7, -0.5, -0.2], [-2.3, 0.3, -1.6], [-0.8, -0.3, 0.4], [0.4, -1.2, -0.5]]}

***

Question: Number 2 is which compound?
Answer: C20H17F4N3OReS

***

Question: What is the formula in the second record?
Answer: C20H17F4N3OReS